The molecule C5H9F. Source: the OMol25 dataset; level of theory: wB97M-V/def2-TZVPD.

Structure (XYZ):
```
15
Properties=species:S:1:pos:R:3:forces:R:3
C 0.4840 -1.3791 1.6215 1.52 -1.22 2.69
C -0.3637 -1.0855 0.4571 -1.15 -1.15 -2.81
C -0.0394 0.1236 -0.4008 -1.49 0.32 1.32
F 0.7815 -0.1315 -1.4526 0.59 -0.16 -0.32
C 0.0831 1.4304 0.2356 0.41 1.69 2.58
C -1.0675 1.2431 -0.6870 1.60 -1.34 -0.06
H 1.5622 -1.3012 1.4429 -0.16 0.33 -0.36
H 0.4507 -2.3984 2.1503 -0.66 1.02 -1.37
H 0.2672 -0.7322 2.4653 0.03 0.51 0.05
H -1.4392 -0.9898 0.6692 0.36 -0.29 0.36
H -0.2740 -1.9260 -0.2859 -0.33 0.49 0.67
H -0.1497 1.5687 1.3553 0.46 -0.60 -1.83
H 0.8726 2.1008 -0.0775 0.04 -0.02 -0.09
H -0.8326 1.6094 -1.6435 -0.33 0.65 -1.18
H -2.0701 1.2561 -0.3621 -0.88 -0.23 0.34
```
Positions in Å, forces in eV/Å.

Its net charge is 0. Its energy above the lowest of the compared OMol25 structures with the same formula, charge and spin is 23.49 kcal/mol. As for the SMILES: CCC1(F)CC1.

These are the Mulliken partial charges, in e, on atoms 1 to 8:
1 C -1.11
2 C -0.59
3 C 0.83
4 F -0.34
5 C -0.53
6 C -0.83
7 H 0.31
8 H 0.32

=====

A cluster of 2 separate species, C14H11Cl2N3O5P in total. Source: the OMol25 dataset; level of theory: wB97M-V/def2-TZVPD.

Structure (XYZ):
```
36
Properties=species:S:1:pos:R:3:forces:R:3
N -2.5527 1.2865 -2.8205 -0.13 0.47 1.03
C -1.7184 0.7118 -1.8296 -1.18 0.05 -0.70
C -0.4647 1.1870 -1.5347 0.29 0.84 -0.53
C 0.3379 0.6554 -0.5512 0.91 0.30 0.50
C 1.7185 1.2435 -0.2277 -1.73 -0.11 -1.52
P 2.0951 2.8214 -1.0517 2.67 0.40 1.04
O 3.4310 3.2499 -0.6556 0.20 0.28 0.16
O 2.0894 2.6612 -2.6696 -1.19 -0.03 0.49
O 1.0395 3.9917 -0.6257 -0.61 -1.15 -0.65
C -0.1350 -0.4347 0.1856 0.44 -0.95 0.86
C 0.6122 -1.0628 1.3078 -0.86 0.90 0.58
C 0.0715 -0.9710 2.6010 0.69 -0.14 -0.77
C 0.8002 -1.6200 3.5566 -0.60 0.32 0.56
C 1.9684 -2.2849 3.1979 1.20 -1.05 1.20
N 2.5590 -2.3672 2.0184 -2.59 0.27 0.43
C 1.7962 -1.7147 1.1134 1.12 -0.69 -1.66
C -1.3718 -0.9448 -0.1235 -0.20 -0.06 0.19
C -2.1544 -0.3790 -1.1222 -0.90 -0.91 0.48
C -3.4331 -1.1200 -1.2080 -0.29 -0.17 -0.36
O -4.4030 -0.9743 -1.9141 0.67 0.24 0.15
N -3.3802 -2.1589 -0.2143 0.93 -1.04 0.26
Cl -3.4381 -3.7637 -0.8928 -0.78 0.31 -0.04
C -2.0973 -2.1168 0.4888 0.34 0.40 0.09
O -1.7674 -2.9021 1.3347 -0.42 0.67 -0.83
H -3.5103 1.1038 -2.5271 -0.07 -0.33 -0.56
H -2.4768 2.2988 -2.7629 0.29 -0.04 -0.37
H -0.1334 2.0328 -2.1264 0.07 -0.10 0.01
H 2.4748 0.5317 -0.5959 0.31 0.24 0.33
H 1.8759 1.3229 0.8480 0.21 0.13 -0.11
H 1.5159 3.3218 -3.0753 0.09 -0.01 -0.17
H 0.1907 3.5706 -0.4207 -0.11 0.31 0.07
H -0.8489 -0.4251 2.7686 0.00 -0.09 0.22
H 0.4600 -1.6431 4.5855 0.16 -0.04 0.01
H 2.4825 -2.8169 4.0019 -0.01 0.08 -0.07
H 2.1600 -1.7453 0.0928 0.09 -0.17 0.10
Cl 4.2067 -0.5456 0.8490 0.98 0.84 -0.41
```
Positions in Å, forces in eV/Å.

Its net charge is -1. Its energy above the lowest of the compared OMol25 structures with the same formula, charge and spin is 13.80 kcal/mol.

These are the Mulliken partial charges, in e, on atoms 1 to 8:
1 N -0.70
2 C -0.01
3 C -0.66
4 C 0.90
5 C -0.30
6 P 0.81
7 O -0.71
8 O -0.52

=====

A cluster of 12 separate species, C36H72O24S6 in total. Source: the OMol25 dataset; level of theory: wB97M-V/def2-TZVPD.

Structure (XYZ):
```
138
Properties=species:S:1:pos:R:3:forces:R:3
C 7.4240 -1.2341 -1.2198 -0.08 -1.52 1.59
C 7.1076 0.2262 -1.0137 0.65 -0.88 0.23
C 7.4014 1.0438 -2.2021 0.63 0.90 -0.96
O 6.2743 1.9539 -2.3004 0.38 0.08 -0.25
C 5.2528 1.3675 -1.6451 -2.63 0.87 -1.58
O 4.0525 1.6319 -1.7832 3.20 -0.32 0.60
O 5.7292 0.3779 -0.9390 -2.22 -1.35 1.84
H 7.0846 -1.8439 -0.3825 -0.13 0.49 0.81
H 8.4840 -1.4871 -1.1946 0.11 0.38 -0.69
H 6.8489 -1.7981 -1.9541 0.36 0.84 -1.00
H 7.5707 0.6409 -0.1184 -0.05 -0.19 0.21
H 7.4285 0.3658 -3.0552 -0.05 0.48 -0.43
H 8.3399 1.5856 -2.0849 -0.23 0.21 -0.38
C 1.2822 1.2450 -5.1148 -0.19 0.71 0.40
C 2.2650 0.3102 -4.4446 -2.42 1.10 0.71
C 1.6109 -0.9827 -4.1451 -0.29 -1.80 0.16
O 1.7852 -1.7133 -5.3634 2.14 -0.10 -1.49
C 2.9398 -1.1991 -6.0072 -1.51 -1.01 -0.62
O 3.4566 -1.6700 -7.0042 -0.93 1.14 2.51
O 3.2541 -0.0622 -5.3509 2.17 -0.31 -1.25
H 0.4641 1.5454 -4.4601 0.13 -0.18 0.52
H 0.7530 0.7608 -5.9356 0.50 0.22 -0.46
H 1.8084 2.1774 -5.3191 -0.17 -0.06 -0.77
H 2.6386 0.7795 -3.5345 0.66 -0.13 -0.34
H 0.5366 -1.0603 -3.9777 0.19 0.69 0.36
H 2.1455 -1.4802 -3.3359 -0.15 -0.31 0.05
C 2.3075 1.1085 2.9591 -0.77 0.01 -1.13
C 1.2470 2.1876 3.1696 0.97 -2.12 0.77
C 1.1846 2.4659 4.6620 -2.23 -2.68 -0.70
O 1.3876 3.8011 4.7380 1.00 2.60 1.16
C 1.9330 4.2631 3.5927 1.94 3.34 0.86
O 2.5455 5.3327 3.5091 -1.77 -2.46 0.07
O 1.7871 3.3928 2.6390 -0.52 -0.42 -1.50
H 1.9460 0.1133 3.2181 0.01 0.21 0.58
H 3.1954 1.4033 3.5184 0.17 -0.33 -0.30
H 2.4663 1.0370 1.8831 0.67 0.15 -0.10
H 0.2641 1.8524 2.8385 0.15 0.79 -0.75
H 1.8425 1.7652 5.1761 0.60 0.75 0.47
H 0.1824 2.1851 4.9858 0.07 0.32 0.38
C 0.5363 -4.4749 -3.3195 -1.61 0.77 -0.21
C -0.2688 -4.8618 -4.5557 1.20 -1.71 -1.83
C -0.7415 -6.3263 -4.7684 0.89 -0.13 1.00
O -2.1280 -6.2205 -5.0660 0.15 -1.16 -0.35
C -2.5074 -4.9483 -5.1306 -3.15 1.06 0.07
O -3.6540 -4.5889 -5.4619 4.34 -0.84 1.08
O -1.4899 -4.1930 -4.6516 -1.78 1.95 0.08
H 0.4693 -3.3901 -3.4018 0.45 0.16 0.53
H 1.5817 -4.7669 -3.2199 -0.24 -0.31 -0.48
H -0.0435 -4.7361 -2.4342 0.19 -0.15 0.21
H 0.2785 -4.5640 -5.4501 0.38 0.12 0.03
H -0.5230 -6.8550 -3.8405 -0.79 -0.27 0.26
H -0.2460 -6.9324 -5.5268 0.00 0.52 -0.36
C 3.8899 -3.1519 -0.8489 -0.46 1.37 0.00
C 3.2107 -2.1605 0.1422 0.41 -1.59 -1.19
C 2.0192 -2.7230 0.8770 -2.20 -0.22 -2.08
O 2.2165 -2.5537 2.2246 2.16 0.05 1.90
C 3.5372 -2.2008 2.4131 -0.22 2.19 0.18
O 4.0591 -1.9175 3.4575 -0.64 -1.14 -1.05
O 4.1039 -1.9127 1.1919 0.62 -0.08 1.63
H 4.7701 -2.6388 -1.2363 0.27 -0.18 0.18
H 3.2571 -3.2506 -1.7308 -0.27 -0.39 0.11
H 4.1590 -4.1112 -0.4069 -0.14 0.09 0.03
H 2.9499 -1.2570 -0.4089 0.19 0.19 0.25
H 1.8065 -3.7648 0.6372 0.33 -0.30 0.06
H 1.1216 -2.1849 0.5725 0.04 0.00 0.09
C -8.5924 1.5384 1.1083 0.56 1.06 -0.30
C -7.2069 1.6027 1.7280 -1.04 0.46 1.10
C -6.9951 0.6851 2.9604 0.04 0.59 -1.10
O -5.9904 -0.1636 2.4740 1.72 -1.30 -0.68
C -5.5512 0.1883 1.2331 0.10 -1.37 0.01
O -4.7129 -0.3705 0.5808 0.21 -0.23 0.93
O -6.2504 1.1870 0.7572 -0.55 0.59 -0.07
H -9.3857 1.9560 1.7283 0.14 -0.40 0.45
H -8.8186 0.5335 0.7517 -0.08 0.10 0.06
H -8.5469 2.2524 0.2860 -0.19 -0.30 -0.51
H -6.8725 2.6006 2.0117 -0.56 0.31 -0.04
H -7.8594 0.0823 3.2391 -0.02 0.18 0.00
H -6.5837 1.2402 3.8035 -0.25 0.11 0.31
C -2.4964 -1.3835 3.7349 0.51 -0.38 -1.13
S -0.6566 -1.2980 3.7835 -1.74 -1.08 0.93
O -0.3523 0.1074 4.2052 0.12 -0.48 0.26
C -0.4561 -2.5034 5.1938 0.44 0.43 -0.21
H -2.9755 -0.7925 4.5155 0.24 -0.10 -0.02
H -2.8469 -2.4132 3.6640 0.28 -0.13 0.65
H -2.7412 -1.0384 2.7304 -0.23 0.72 0.11
H 0.5691 -2.8633 5.1076 0.10 0.18 0.29
H -1.1062 -3.3767 5.1404 -0.24 0.25 -0.61
H -0.6509 -2.0239 6.1531 0.19 0.30 -0.13
C -1.4871 -3.8753 0.8787 0.29 -0.64 0.11
S -1.2344 -4.9106 2.4143 -1.11 1.07 -0.55
O -2.3404 -4.5645 3.3696 0.50 -0.39 -0.48
C -1.6043 -6.4691 1.6161 0.10 -0.94 0.21
H -1.7950 -2.8607 1.1315 0.17 -0.18 0.27
H -2.2140 -4.3147 0.1956 -0.22 -0.06 0.33
H -0.5361 -3.8761 0.3462 0.09 0.23 0.06
H -2.4590 -6.5415 0.9436 0.06 0.61 -0.07
H -1.7924 -7.2163 2.3872 0.15 0.16 0.30
H -0.6786 -6.7729 1.1274 -0.03 0.02 -0.28
C -4.8346 3.6076 -0.6592 -0.19 0.35 -0.34
S -4.0841 2.1413 -1.4532 0.81 0.90 -2.35
O -4.7213 1.8568 -2.8101 -0.12 0.26 1.67
C -2.5608 3.0638 -2.0360 0.37 -0.59 1.10
H -4.6006 4.4773 -1.2732 -0.03 0.02 0.06
H -4.4367 3.7482 0.3458 0.32 -0.16 -0.04
H -5.9182 3.5423 -0.5618 0.08 -0.45 -0.21
H -2.7407 4.0074 -2.5511 -0.51 -0.20 0.02
H -1.9834 2.3958 -2.6752 -0.44 -0.21 -0.20
H -1.8897 3.2610 -1.2001 -0.15 0.24 0.31
C 0.9979 1.0497 -0.8690 -0.12 -0.07 0.27
S -0.3141 -0.1975 -1.2743 1.44 -0.18 0.59
O 0.5162 -1.4890 -1.4992 -1.39 1.42 0.77
C -1.0972 -0.1713 0.4275 0.76 -0.76 -0.15
H 1.5932 0.6555 -0.0453 -0.14 -0.21 0.04
H 0.6231 2.0257 -0.5607 -0.51 -0.06 -0.04
H 1.6993 1.2391 -1.6816 -0.37 -0.41 -0.27
H -0.4945 -0.7778 1.1035 0.48 0.00 -0.17
H -2.0711 -0.6606 0.4426 -0.23 0.48 -0.52
H -1.0983 0.8328 0.8514 -0.31 0.17 -0.39
C 2.8396 5.2506 -1.0043 0.12 -0.16 -0.01
S 1.3279 5.2284 -2.0406 -0.05 0.24 1.47
O 0.2073 4.8668 -1.0995 0.68 0.27 -0.87
C 1.3037 7.0164 -2.3336 -0.48 0.19 0.25
H 3.0215 4.2091 -0.7391 0.11 0.01 -0.12
H 2.7691 5.8195 -0.0771 -0.71 0.05 -0.03
H 3.6974 5.6737 -1.5270 -0.06 -0.26 -0.41
H 1.2541 7.5979 -1.4130 0.37 -0.32 0.28
H 0.3784 7.2931 -2.8392 0.16 -0.30 -0.46
H 2.1968 7.2602 -2.9089 -0.15 0.10 -0.10
C -2.2660 3.8531 4.9223 0.14 -0.14 -0.66
S -3.0534 3.6343 3.2512 0.34 -0.71 0.93
O -1.9357 3.7608 2.2415 -0.53 -0.29 0.63
C -3.3586 1.8061 3.4520 0.80 1.16 -1.55
H -2.6399 3.1503 5.6668 -0.23 0.05 -0.20
H -2.3370 4.8742 5.2969 -0.11 -0.03 -0.26
H -1.2288 3.6113 4.6902 0.02 0.12 0.15
H -4.2770 1.5662 3.9879 0.29 0.04 0.26
H -2.4226 1.3054 3.6996 -0.12 0.18 0.84
H -3.4324 1.5659 2.3914 -0.60 -0.25 -0.23
```
Positions in Å, forces in eV/Å.

Its net charge is -1. The spin multiplicity is 2. Its energy above the lowest of the compared OMol25 structures with the same formula, charge and spin is 0.00 kcal/mol.

These are the Mulliken partial charges, in e, on atoms 1 to 8:
1 C -1.54
2 C 0.52
3 C -0.57
4 O -0.36
5 C 0.34
6 O -0.49
7 O -0.11
8 H 0.34

=====

The ion C23H19F3N3O2S2 with charge -1. Source: the OMol25 dataset; level of theory: wB97M-V/def2-TZVPD.

Structure (XYZ):
```
52
Properties=species:S:1:pos:R:3:forces:R:3
C -4.3305 0.6805 1.9732 0.06 0.05 0.00
C -3.7908 -0.5808 2.2510 0.37 0.31 -0.13
C -2.3998 -0.7607 2.2775 -0.35 0.27 -0.08
C -1.5379 0.3248 2.0356 0.25 0.02 0.15
C -0.0434 0.2229 2.1222 -0.03 -0.43 -0.44
N 0.5523 1.3563 2.3185 1.19 0.69 0.57
C 1.9078 1.6334 2.7505 -3.53 0.95 -1.97
C 2.1886 3.0718 2.5927 0.18 1.35 -0.68
N 2.4311 4.2020 2.4414 -0.33 -1.84 0.36
C 0.6074 -1.1058 1.9417 -0.06 0.20 -0.16
C 0.0626 -2.0768 1.0741 0.36 -0.34 0.05
C 0.7049 -3.3082 0.8936 0.07 0.42 0.24
C 1.9263 -3.5693 1.5318 -0.01 0.08 -0.05
C 2.4931 -2.5989 2.3608 -0.24 0.14 -0.07
C 1.8181 -1.3956 2.5799 0.27 -0.32 0.02
C -2.0893 1.5922 1.7943 -0.75 0.02 -0.12
C -3.4772 1.7715 1.7467 0.42 -0.52 0.12
H -5.4154 0.8191 1.9386 0.37 -0.07 0.02
H -4.4481 -1.4303 2.4430 0.16 0.23 -0.04
H -1.9876 -1.7481 2.4907 -0.15 0.34 0.02
H 2.7461 1.0522 2.3219 -0.39 0.08 0.46
H -0.8635 -1.8642 0.5366 0.33 -0.08 0.15
H 0.2512 -4.0623 0.2505 0.13 0.18 0.09
H 2.4416 -4.5218 1.3764 -0.22 0.30 0.04
H 3.4535 -2.7515 2.8571 -0.33 -0.05 -0.10
H 2.2436 -0.6726 3.2778 -0.07 -0.57 -0.21
H -1.4093 2.4313 1.6473 -0.23 -0.27 0.03
H -3.8807 2.7603 1.5328 0.02 -0.22 0.07
C 4.6649 1.7416 4.7653 -0.38 -0.11 -0.09
N 3.6210 1.1069 5.5488 2.56 -2.91 3.40
S 1.9380 1.1801 4.5950 -0.27 -0.16 -0.80
C 1.3416 2.5310 5.7051 -0.11 -0.51 -0.73
F -0.0085 2.6330 5.5294 1.01 0.56 0.52
F 1.5846 2.1221 6.9816 -0.50 0.71 -1.18
F 1.9055 3.7451 5.5177 -0.58 -0.65 0.40
S 4.0174 -0.4618 5.9834 -0.29 3.51 0.27
C 5.4138 0.0022 7.0114 0.48 -1.24 0.29
C 6.6603 -0.6127 6.8349 -0.21 0.52 0.13
C 7.7581 -0.1271 7.5490 -0.02 0.19 0.23
C 7.6030 0.9172 8.4683 -0.11 -0.20 -0.13
C 6.3351 1.4691 8.6868 -0.17 -0.23 -0.19
C 5.2339 1.0132 7.9585 0.35 -0.06 0.19
O 2.9518 -0.9572 6.8149 0.13 -0.26 -0.13
O 4.4573 -1.2281 4.8408 0.31 -0.39 0.20
H 4.3157 2.7503 4.5114 0.15 -0.16 -0.06
H 5.5522 1.8210 5.4015 0.16 0.19 -0.41
H 4.8894 1.1736 3.8455 0.16 0.29 0.14
H 6.7610 -1.4409 6.1347 -0.04 0.27 0.08
H 8.7433 -0.5647 7.3922 -0.20 0.06 0.05
H 8.4626 1.2886 9.0318 -0.25 -0.12 -0.22
H 6.1931 2.2575 9.4264 0.08 -0.18 -0.19
H 4.2428 1.4378 8.1109 0.24 -0.07 -0.14
```
Positions in Å, forces in eV/Å.

Its net charge is -1.

These are the Mulliken partial charges, in e, on atoms 1 to 8:
1 C -0.38
2 C -0.73
3 C -0.38
4 C 0.44
5 C 0.03
6 N -0.31
7 C -0.06
8 C -0.02

=====

Calculated total energy across the listed records, respectively: -295.7227, -2342.4559, -5609.5948, -2298.4562 Eh.
Strongest force on any atom across the listed records, respectively: 3.32, 2.89, 4.55, 5.15 eV/A.